Run a
{"formula": "C8H24O8", "method": "wB97M-V/def2-TZVPD", "e_homo_ev": -10.35, "orbital_gap_ev": 10.60, "smiles": "OCCO.OCCO.OCCO.OCCO", "symbols": ["O", "C", "C", "O", "H", "H", "H", "H", "H", "H", "O", "C", "C", "O", "H", "H", "H", "H", "H", "H", "O", "C", "C", "O", "H", "H", "H", "H", "H", "H", "O", "C", "C", "O", "H", "H", "H", "H", "H", "H"], "xyz": [[2.47, -5.32, -1.87], [3.05, -4.64, -0.77], [2.07, -4.34, 0.35], [2.80, -3.78, 1.46], [3.12, -5.46, -2.49], [3.84, -5.27, -0.29], [3.47, -3.74, -1.14], [1.58, -5.36, 0.59], [1.33, -3.65, -0.02], [2.57, -2.90, 1.39], [2.16, -0.98, 1.27], [1.83, -0.35, 2.52], [2.68, 0.83, 2.71], [3.96, 0.31, 2.77], [1.75, -0.29, 0.67], [0.82, 0.00, 2.50], [1.80, -1.02, 3.39], [2.68, 1.17, 3.76], [2.59, 1.44, 2.05], [3.87, -0.40, 2.13], [-5.04, 4.87, -2.58], [-3.95, 4.74, -1.70], [-4.56, 4.46, -0.33], [-3.57, 4.36, 0.55], [-4.61, 5.45, -3.26], [-3.38, 3.78, -1.83], [-3.25, 5.64, -1.73], [-5.23, 3.54, -0.21], [-5.30, 5.07, -0.09], [-2.84, 5.01, 0.42], [0.04, -1.50, -2.17], [-0.78, -1.10, -1.13], [-0.96, 0.50, -1.00], [-1.95, 0.80, -0.14], [0.47, -2.39, -1.87], [-1.72, -1.55, -1.03], [-0.24, -1.53, -0.11], [-1.12, 0.79, -1.86], [-0.21, 1.11, -0.81], [-2.24, 1.68, -0.13]], "mulliken_charge": [-0.5186, -0.3966, 0.3005, -0.4915, 0.3007, 0.3119, 0.2668, 0.2592, -0.2863, 0.3614, -0.6864, -0.5003, -0.5198, -0.5177, 0.2605, 0.3609, 0.3261, 0.3064, 0.4796, 0.3658, -0.4920, -0.2140, -0.5174, -0.5365, 0.3248, 0.0837, 0.3343, 0.2488, 0.4384, 0.3297, -0.5305, -0.0798, -1.0147, -0.5419, 0.3615, 0.3332, -0.0503, 0.6944, 0.5868, 0.2586]}

Run b
{"formula": "C8H24O8", "method": "wB97M-V/def2-TZVPD", "e_homo_ev": -9.95, "orbital_gap_ev": 10.32, "smiles": "OCCO.OCCO.OCCO.OCCO", "symbols": ["O", "C", "C", "O", "H", "H", "H", "H", "H", "H", "O", "C", "C", "O", "H", "H", "H", "H", "H", "H", "O", "C", "C", "O", "H", "H", "H", "H", "H", "H", "O", "C", "C", "O", "H", "H", "H", "H", "H", "H"], "xyz": [[3.43, 0.44, -6.14], [3.05, -0.63, -5.26], [3.21, -0.07, -3.87], [4.58, 0.25, -3.62], [3.16, 0.26, -7.04], [2.00, -0.88, -5.45], [3.65, -1.53, -5.42], [2.88, -0.84, -3.16], [2.59, 0.82, -3.76], [4.79, 0.94, -4.24], [1.81, 0.08, 5.09], [1.84, -0.58, 3.84], [1.26, -1.96, 4.06], [-0.11, -1.86, 4.50], [2.28, 0.91, 5.02], [1.16, -0.06, 3.15], [2.82, -0.66, 3.37], [1.82, -2.41, 4.89], [1.30, -2.54, 3.15], [-0.11, -1.10, 5.10], [0.57, 0.64, -1.55], [0.86, -0.45, -0.71], [-0.20, -0.67, 0.35], [-1.46, -0.84, -0.30], [-0.37, 0.64, -1.76], [1.03, -1.37, -1.28], [1.82, -0.21, -0.24], [-0.23, 0.15, 1.06], [0.04, -1.60, 0.88], [-2.02, -0.10, -0.02], [-6.49, 2.03, 0.62], [-5.17, 2.14, 1.10], [-4.29, 1.00, 0.62], [-2.92, 1.28, 0.84], [-6.85, 1.17, 0.88], [-4.79, 3.07, 0.66], [-5.11, 2.26, 2.19], [-4.45, 0.83, -0.44], [-4.60, 0.07, 1.13], [-2.77, 1.41, 1.78]], "mulliken_charge": [-0.5280, -0.3458, -0.2556, -0.5402, 0.2820, 0.3069, 0.2715, 0.1839, 0.2870, 0.3304, -0.5491, -0.3063, -0.4670, -0.5239, 0.3004, 0.2045, 0.3623, 0.3227, 0.3525, 0.3171, -0.5036, -0.3177, -0.1882, -0.6233, 0.3168, 0.2189, 0.3283, 0.1859, 0.1309, 0.4986, -0.5175, -0.4508, -0.3562, -0.5526, 0.3070, 0.2800, 0.3222, 0.3239, 0.3178, 0.2746]}

Top of the stability list: run b, leading by 119.7 kcal/mol.

Run a
{"formula": "C4H9FO", "method": "wB97M-V/def2-TZVPD", "e_homo_ev": -10.28, "orbital_gap_ev": 11.31, "smiles": "OCCCCF", "symbols": ["O", "C", "C", "C", "C", "F", "H", "H", "H", "H", "H", "H", "H", "H", "H"], "xyz": [[-0.06, 2.47, 1.33], [0.57, 1.21, 1.09], [-0.30, 0.40, 0.14], [0.30, -0.97, -0.06], [-0.40, -1.58, -1.23], [-0.22, -0.87, -2.40], [-0.31, 2.90, 0.51], [0.67, 0.67, 2.05], [1.57, 1.36, 0.73], [-1.29, 0.36, 0.60], [-0.43, 0.88, -0.81], [0.09, -1.64, 0.78], [1.34, -0.95, -0.29], [-1.47, -1.62, -0.98], [-0.04, -2.61, -1.45]], "mulliken_charge": [-0.5334, -0.4948, -0.6087, -0.4845, -0.4757, -0.3011, 0.3072, 0.2780, 0.3286, 0.2379, 0.4925, 0.3134, 0.3486, 0.2802, 0.3118]}

Run b
{"formula": "C4H9FO", "method": "wB97M-V/def2-TZVPD", "e_homo_ev": -10.61, "orbital_gap_ev": 11.60, "smiles": "CC(C)COF", "symbols": ["C", "C", "C", "C", "O", "F", "H", "H", "H", "H", "H", "H", "H", "H", "H"], "xyz": [[0.40, 1.38, 0.48], [-0.62, 0.52, -0.18], [0.11, -0.66, -1.02], [-1.59, -0.17, 0.89], [-2.56, -0.92, 0.20], [-3.19, -0.03, -0.73], [0.24, 1.48, 1.52], [0.38, 2.42, 0.10], [1.31, 0.91, 0.21], [-1.22, 1.31, -0.75], [0.34, -1.37, -0.23], [0.93, -0.24, -1.68], [-0.57, -1.13, -1.68], [-1.06, -0.98, 1.46], [-1.96, 0.50, 1.70]], "mulliken_charge": [-1.2940, 0.6488, -1.3823, -0.6436, -0.1406, -0.1865, 0.3367, 0.2888, 0.3260, 0.2427, 0.3742, 0.3969, 0.3712, 0.3119, 0.3499]}

Top of the stability list: run a, leading by 88.9 kcal/mol.

Run a
{"formula": "C5H13N2O", "method": "wB97M-V/def2-TZVPD", "e_homo_ev": [-8.24, -9.20], "s2": 0.75, "orbital_gap_ev": [9.13, 9.34], "multiplicity": 2, "symbols": ["C", "N", "C", "C", "C", "O", "C", "N", "H", "H", "H", "H", "H", "H", "H", "H", "H", "H", "H", "H", "H"], "xyz": [[1.90, -0.15, -2.11], [1.68, -0.24, -0.68], [0.28, 0.08, -0.28], [-0.37, -1.28, -0.02], [-1.86, -1.38, 0.32], [-2.43, -0.28, 1.07], [0.34, 0.88, 0.97], [0.39, 2.31, 1.04], [2.19, 0.78, -2.59], [2.57, -0.93, -2.49], [0.98, -0.46, -2.61], [2.30, 0.42, -0.22], [-0.18, 0.65, -1.10], [-0.07, -1.94, -0.84], [0.21, -1.81, 0.73], [-2.02, -2.31, 0.86], [-2.44, -1.31, -0.61], [0.59, 0.41, 1.91], [-1.74, 0.16, 1.48], [-0.39, 2.71, 0.59], [1.23, 2.71, 0.64]], "mulliken_charge": [-0.9791, -0.3884, 0.7563, -1.0037, -0.4309, -0.5241, -0.8891, -0.5210, 0.3124, 0.3342, 0.3648, 0.2602, 0.1046, 0.3972, 0.3330, 0.2755, 0.2923, 0.4567, 0.3410, 0.2578, 0.2503]}

Run b
{"formula": "C5H13N2O", "method": "wB97M-V/def2-TZVPD", "e_homo_ev": [-2.69, -8.12], "s2": 0.75, "orbital_gap_ev": [3.09, 8.42], "multiplicity": 2, "symbols": ["N", "C", "C", "C", "N", "C", "C", "O", "H", "H", "H", "H", "H", "H", "H", "H", "H", "H", "H", "H", "H"], "xyz": [[-0.90, -1.96, 0.99], [0.27, -1.05, 0.64], [0.95, -0.63, 1.96], [-0.48, 0.10, -0.13], [0.28, 0.96, -0.81], [-0.35, 1.80, -1.79], [1.73, 0.79, -0.99], [-1.71, 0.22, -0.04], [-0.87, -2.11, 2.07], [-0.74, -2.82, 0.41], [-1.84, -1.39, 0.88], [1.01, -1.59, 0.05], [1.08, -1.56, 2.64], [0.36, 0.17, 2.59], [1.86, -0.09, 1.78], [-1.48, 1.55, -1.90], [0.00, 1.73, -2.88], [-0.32, 2.80, -1.50], [2.01, -0.07, -1.65], [2.21, 0.65, -0.03], [2.12, 1.76, -1.45]], "mulliken_charge": [-0.2335, -0.3826, -1.5819, 0.4337, 0.1619, -1.1093, -0.8807, -0.7952, 0.3743, 0.3300, 0.3798, 0.2425, 0.4579, 0.2060, 0.5319, 0.3122, 0.3450, 0.3434, 0.2450, 0.2447, 0.3748]}

Top of the stability list: run a, leading by 37.5 kcal/mol.